Formula: C19H35N3O3S
Source: OMol25
Level of theory: the ωB97M-V functional and the def2-TZVPD basis

E_LUMO (eV): 0.64

Last column: natural (NBO) charge in e.
CARTESIAN COORDINATES (ANGSTROEM)
S: 1.27 -0.10 -0.24  2.486
O: 1.70 0.05 -1.59  -0.942
O: -4.07 0.54 0.21  -0.644
O: 0.88 1.05 0.51  -0.949
N: -0.05 -1.10 -0.28  -0.734
N: 2.49 -0.84 0.59  -0.678
N: -2.04 0.96 -0.73  -0.630
C: -0.94 -1.20 0.85  -0.229
C: -2.92 0.21 -0.03  0.686
C: -2.65 -2.20 -0.71  -0.393
C: -2.37 3.24 0.12  -0.417
C: -3.79 4.85 -1.17  -0.396
C: -2.41 -1.17 0.40  -0.309
C: 4.39 -2.37 2.05  -0.399
C: -3.52 2.50 -1.98  -0.417
C: -2.27 2.35 -1.11  -0.037
C: -2.55 4.70 -0.30  -0.395
C: 4.47 -2.25 0.53  -0.205
C: -1.65 -2.03 -1.85  -0.416
C: 3.72 -1.13 2.66  -0.220
C: 3.60 -1.25 4.18  -0.600
C: 2.35 -0.95 2.02  -0.227
C: -3.69 3.95 -2.40  -0.394
C: -0.22 -2.10 -1.31  -0.221
C: 5.10 -3.49 -0.10  -0.604
C: 3.07 -2.01 -0.03  -0.232
H: -1.08 0.66 -0.73  0.416
H: 6.10 -3.64 0.29  0.214
H: 0.51 -1.87 -2.08  0.241
H: -1.46 3.13 0.72  0.213
H: -3.04 -1.44 1.26  0.239
H: 4.58 -1.37 4.63  0.214
H: -2.84 4.27 -3.00  0.189
H: -3.22 2.92 0.72  0.217
H: -4.38 2.16 -1.41  0.234
H: 2.99 -2.11 4.45  0.202
H: -3.67 -2.10 -1.08  0.229
H: -3.43 1.86 -2.87  0.204
H: -1.39 2.64 -1.70  0.198
H: 5.39 -2.50 2.47  0.213
H: -1.80 -1.06 -2.33  0.219
H: -0.02 -3.10 -0.90  0.175
H: 5.08 -1.37 0.29  0.206
H: -0.76 -2.14 1.39  0.188
H: -2.64 5.33 0.59  0.208
H: -1.79 -2.81 -2.60  0.216
H: -1.67 5.03 -0.86  0.191
H: 2.44 -2.90 0.15  0.170
H: -4.68 4.56 -0.59  0.197
H: 4.50 -4.37 0.13  0.202
H: -3.91 5.89 -1.47  0.204
H: 3.80 -3.26 2.31  0.194
H: 4.33 -0.26 2.42  0.207
H: 5.16 -3.38 -1.18  0.212
H: 1.70 -1.80 2.29  0.170
H: 3.10 -1.81 -1.10  0.237
H: 1.88 -0.02 2.36  0.239
H: -2.53 -3.21 -0.29  0.199
H: 3.13 -0.36 4.59  0.212
H: -0.72 -0.36 1.51  0.242
H: -4.59 4.05 -3.01  0.208

***

Formula: C48H45BiN6O5PS2Se2
Source: OMol25
Level of theory: the ωB97M-V functional and the def2-TZVPD basis

E_LUMO (eV): 2.11
Net charge: -1

Last column: Mulliken charge in e.
CARTESIAN COORDINATES (ANGSTROEM)
Bi: 0.19 -0.66 -0.74  2.123
Se: -2.22 -0.26 0.38  -0.585
Se: -0.69 -3.62 -0.28  -0.497
S: -1.25 2.57 -1.12  1.138
S: 2.43 -4.32 -1.22  -0.374
P: -2.42 -2.48 0.31  0.100
O: 3.08 0.40 0.16  -0.355
O: -2.08 2.49 -2.32  -0.915
O: 0.55 0.94 0.91  0.721
O: -1.64 -1.26 -2.33  -0.339
O: 0.50 0.92 -2.11  1.158
N: -2.58 1.30 -6.05  -0.700
N: 3.93 -2.47 0.23  0.821
N: -4.66 0.83 -2.36  -0.651
N: 4.56 -2.73 -1.84  0.311
N: -1.57 -0.63 -3.48  -0.562
N: 1.86 -2.30 1.30  0.846
C: 1.47 0.89 -3.13  2.328
C: 0.40 5.81 -2.73  -0.854
C: -2.34 4.20 2.36  -0.978
C: -0.37 4.70 -2.51  -0.575
C: 3.15 -2.49 1.43  -0.618
C: 2.82 0.73 3.71  -0.426
C: 5.08 -1.72 0.05  -0.225
C: 2.48 2.00 -2.86  -1.484
C: 3.63 -3.16 -0.93  -0.015
C: -5.71 -2.94 -2.09  -0.446
C: 3.78 -2.65 2.65  -0.694
C: -1.64 3.49 1.41  0.317
C: -2.19 -3.72 2.84  -0.374
C: 5.47 -1.88 -1.22  -1.137
C: 0.59 0.60 4.54  -0.920
C: -2.83 -2.76 2.07  0.733
C: -4.26 -2.20 3.91  -0.710
C: 4.68 1.49 1.50  -2.101
C: -6.10 -4.22 -1.74  -0.483
C: 2.13 -0.48 -3.18  -2.853
C: -3.57 -3.10 4.71  -0.528
C: -4.27 -4.39 -0.21  -0.565
C: 0.09 0.68 3.25  0.056
C: -3.34 4.01 -0.25  -0.673
C: -3.90 -3.08 -0.54  0.613
C: -2.58 0.13 -3.76  1.431
C: 0.77 1.16 -4.47  -2.041
C: 1.75 5.26 -0.82  -0.750
C: 3.32 0.82 1.27  0.700
C: 0.97 0.78 2.12  -0.128
C: 0.99 4.12 -0.59  0.257
C: 1.44 6.10 -1.87  -0.584
C: -3.88 -2.02 2.59  -0.645
C: -4.04 4.72 0.71  -0.818
C: 2.37 0.76 2.40  0.663
C: 1.11 -2.30 2.41  -0.559
C: -0.08 3.88 -1.43  0.022
C: -3.53 4.82 2.00  -0.599
C: 1.97 0.64 4.79  -1.076
C: -3.70 0.44 -2.87  0.036
C: 4.64 -3.14 -3.21  -1.001
C: -4.62 -2.36 -1.47  -0.122
C: 3.01 -2.59 3.80  -0.695
C: -5.39 -4.95 -0.80  -0.710
C: 1.64 -2.43 3.68  -0.828
C: -2.16 3.43 0.13  0.290
C: -2.56 -3.88 4.16  -0.608
C: -2.54 0.77 -5.03  -0.141
H: -1.21 4.42 -3.14  0.461
H: -4.99 5.19 0.47  0.410
H: 5.50 -3.79 -3.36  0.313
H: 1.00 -2.36 4.55  0.522
H: 1.50 1.41 -5.25  0.494
H: 2.06 6.98 -2.05  0.350
H: 3.47 -2.65 4.77  0.414
H: 5.47 -1.10 0.84  0.565
H: -4.30 -1.36 -1.71  0.014
H: -3.84 -3.24 5.75  0.392
H: 2.85 -0.55 -4.00  0.578
H: 3.73 -3.69 -3.45  0.304
H: 3.88 0.76 3.92  0.305
H: -6.99 -4.65 -2.19  0.349
H: 1.22 3.42 0.20  0.159
H: 2.92 1.88 -1.86  -0.081
H: -1.97 4.30 3.36  0.495
H: -3.69 -4.97 0.49  0.390
H: -0.98 0.65 3.07  0.566
H: 2.36 0.62 5.80  0.388
H: -0.10 0.50 5.37  0.431
H: 2.58 5.47 -0.16  0.431
H: 2.00 2.97 -2.95  0.318
H: 5.32 0.87 2.13  0.461
H: 6.29 -1.45 -1.76  0.459
H: -1.40 -4.31 2.39  0.401
H: 0.11 2.03 -4.34  0.242
H: 4.85 -2.77 2.71  0.546
H: 0.18 6.48 -3.55  0.417
H: -5.69 -5.95 -0.55  0.399
H: -3.70 3.87 -1.26  0.477
H: -6.28 -2.38 -2.82  0.462
H: 5.16 1.65 0.53  0.352
H: 4.71 -2.27 -3.86  0.372
H: 0.17 0.31 -4.77  0.407
H: -5.07 -1.62 4.33  0.395
H: -4.39 -1.32 1.95  0.447
H: 2.68 -0.68 -2.25  0.495
H: -0.71 2.97 1.61  -0.028
H: 4.58 2.45 2.02  0.399
H: -2.07 -4.61 4.77  0.452
H: -4.10 5.35 2.74  0.385
H: 1.38 -1.27 -3.33  0.293
H: 0.06 -2.16 2.25  0.375
H: 3.29 1.97 -3.61  0.505

***

Formula: C6H8NOS
Source: OMol25
Level of theory: the ωB97M-V functional and the def2-TZVPD basis

E_LUMO (eV): -4.52
Net charge: +1

Last column: natural (NBO) charge in e.
CARTESIAN COORDINATES (ANGSTROEM)
S: 1.96 0.95 0.84  0.470
O: 0.29 -1.72 0.60  -0.614
N: 0.26 0.57 0.35  -0.464
C: 2.59 -0.09 -0.53  -0.694
C: -1.92 1.54 -0.15  -0.236
C: -1.80 -0.73 0.54  -0.317
C: -2.58 0.31 0.21  -0.068
C: -0.40 -0.60 0.49  0.590
C: -0.56 1.65 0.10  0.071
H: 3.63 0.07 -0.66  0.256
H: 1.94 0.22 -1.30  0.227
H: 2.41 -1.04 -0.16  0.234
H: -3.67 0.48 0.23  0.266
H: -2.40 2.45 -0.25  0.247
H: -0.23 2.68 0.34  0.258
H: -2.19 -1.64 0.89  0.254
H: -0.25 -2.44 0.25  0.520

***

Formula: C22H48O14S5
Source: OMol25
Level of theory: the ωB97M-V functional and the def2-TZVPD basis

E_LUMO (eV): -0.05

Last column: Mulliken charge in e.
CARTESIAN COORDINATES (ANGSTROEM)
S: 5.81 -0.62 1.46  0.453
S: 0.51 -0.54 -1.97  0.378
S: 1.04 -0.63 4.03  0.601
S: -3.88 -2.27 -4.56  0.514
S: -2.18 -2.78 1.48  0.832
O: -2.68 2.54 2.29  -0.181
O: 5.01 6.60 -2.37  -0.600
O: -4.09 0.93 0.27  -0.178
O: -4.53 -3.62 -4.92  -0.669
O: 5.00 4.92 -3.73  -0.342
O: -0.29 -0.30 -3.30  -0.667
O: 1.07 0.43 2.91  -0.509
O: -2.90 3.72 4.01  -0.391
O: -1.71 -3.33 2.80  -0.731
O: -4.83 0.60 -1.62  -0.351
O: 4.51 4.37 -1.62  -0.340
O: -3.16 1.98 -1.58  -0.679
O: 4.77 0.42 1.82  -0.525
O: -4.68 3.01 2.91  -0.554
C: -2.29 -2.25 -5.52  -0.838
C: -5.22 0.17 0.55  -0.139
C: -3.53 3.09 3.10  0.574
C: -1.42 2.79 5.59  -1.120
C: 1.73 -2.27 3.41  -0.557
C: -1.58 3.26 4.16  0.455
C: -3.30 -4.12 0.81  -0.969
C: 4.39 3.68 -3.87  0.451
C: -6.12 -1.42 -1.23  -0.790
C: 4.83 5.39 -2.56  0.576
C: 1.83 0.78 -1.97  -1.001
C: -1.57 2.24 3.07  -0.377
C: 5.11 -2.39 1.51  -0.837
C: -2.91 -2.46 -3.04  -0.239
C: 5.86 -0.61 -0.40  -0.799
C: -3.97 1.23 -1.01  0.706
C: -0.33 0.15 -0.54  -0.828
C: 2.35 -0.43 5.32  -1.053
C: 4.41 3.13 -2.33  0.425
C: -0.82 -3.34 0.41  -0.847
C: -5.87 0.07 -0.80  0.175
C: 5.23 2.86 -4.80  -1.406
H: 0.25 0.33 0.37  0.498
H: 3.47 2.71 -1.97  -0.141
H: 6.20 2.75 -4.31  0.385
H: -5.77 0.48 1.44  0.319
H: -2.09 -1.76 -2.89  0.133
H: -2.45 -3.45 -3.02  0.490
H: -2.58 -2.23 -6.57  0.394
H: 4.03 -2.45 1.33  0.077
H: 3.38 3.84 -4.24  0.326
H: -7.03 -1.73 -0.71  0.435
H: 3.12 0.20 4.88  0.286
H: -4.79 -0.81 0.75  -0.049
H: 2.74 -1.40 5.60  0.341
H: -4.19 -4.28 1.43  0.357
H: 5.57 -3.10 0.82  0.403
H: 2.64 0.24 -1.47  0.256
H: -0.77 -3.03 -0.63  0.343
H: -0.65 2.26 2.48  0.238
H: 1.64 1.72 -1.44  0.390
H: -1.75 -3.18 -5.31  0.251
H: 6.67 -1.34 -0.41  0.450
H: -3.60 -3.80 -0.19  0.156
H: -0.61 -4.38 0.67  0.613
H: 4.87 -0.82 -0.81  0.140
H: 2.11 0.05 6.27  0.373
H: -0.74 1.95 5.70  0.166
H: -0.96 3.65 6.09  0.327
H: -5.26 -2.02 -0.93  -0.134
H: 2.67 -1.99 2.93  0.014
H: -6.67 0.80 -0.95  0.401
H: -3.56 -2.57 -2.17  -0.315
H: -1.28 -0.34 -0.32  -0.043
H: 0.13 -3.00 0.81  -0.078
H: 6.16 0.35 -0.82  0.228
H: -6.18 -1.27 -2.31  0.321
H: 5.31 -2.89 2.46  0.419
H: 5.18 2.39 -2.12  0.038
H: -2.72 -5.04 0.87  0.407
H: 5.41 3.36 -5.75  0.350
H: 4.71 1.92 -4.99  0.348
H: -0.97 4.16 4.06  0.337
H: -1.58 1.22 3.48  0.188
H: 2.27 0.92 -2.96  0.397
H: -0.58 1.17 -0.85  0.516
H: -2.41 2.46 5.89  0.347
H: 1.84 -2.98 4.23  0.384
H: -1.87 -1.30 -5.21  0.253
H: 1.12 -2.74 2.65  0.044

***

Formula: C6H23NO6
Source: OMol25
Level of theory: the ωB97M-V functional and the def2-TZVPD basis

E_LUMO (eV): 0.15

Last column: natural (NBO) charge in e.
CARTESIAN COORDINATES (ANGSTROEM)
O: -2.41 1.60 3.23  -0.496
O: 1.69 2.46 -0.71  -0.959
O: -1.16 -3.91 0.06  -0.933
O: -2.68 1.97 -2.19  -0.924
O: -2.34 -1.83 -0.99  -0.960
O: 1.61 1.65 -3.01  -0.913
N: 0.45 -0.34 -0.01  -0.716
C: -0.07 -0.07 1.34  -0.035
C: 2.81 -1.00 -0.72  -0.638
C: 1.48 -1.46 -0.06  -0.200
C: -1.39 0.69 1.17  -0.530
C: 0.90 0.70 2.26  -0.646
C: -2.27 0.78 2.40  0.452
H: 2.56 2.78 -0.29  0.495
H: 2.04 0.73 2.06  0.218
H: 1.57 -1.83 0.92  0.193
H: 3.38 -1.60 -1.39  0.221
H: -1.27 1.63 0.66  0.209
H: 0.60 1.74 2.23  0.209
H: -1.49 -1.48 -0.54  0.489
H: -0.63 -3.95 -0.73  0.464
H: 2.62 -0.08 -1.31  0.205
H: 1.00 3.13 -0.63  0.481
H: -2.88 -0.13 2.43  0.087
H: 0.95 -2.38 -0.62  0.177
H: 3.48 -0.83 0.14  0.213
H: -1.75 -0.10 0.30  0.221
H: -3.40 1.32 -2.35  0.467
H: 0.78 0.60 -0.47  0.408
H: 1.89 0.73 -2.97  0.455
H: -1.94 -3.58 -0.17  0.473
H: -0.30 -1.09 1.87  0.204
H: -2.83 2.15 -1.30  0.460
H: -2.48 -0.91 -1.33  0.467
H: 0.77 0.36 3.29  0.218
H: 0.71 1.54 -2.62  0.463

***

Formula: C21H45N7O2PS
Source: OMol25
Level of theory: the ωB97M-V functional and the def2-TZVPD basis

E_LUMO (eV): -2.69
Net charge: +1

Last column: Mulliken charge in e.
CARTESIAN COORDINATES (ANGSTROEM)
S: -5.59 2.56 4.75  -0.186
P: 2.60 2.93 3.76  0.292
O: 3.75 3.99 3.35  -0.533
O: -4.89 5.07 5.22  -0.287
N: -5.53 4.79 3.14  -0.248
N: 0.28 -5.12 -4.54  0.102
N: -5.18 6.13 3.32  -0.464
N: 1.12 3.75 3.04  0.217
N: 2.20 0.05 0.12  0.183
N: 2.38 3.51 5.33  -0.569
N: -0.97 4.26 2.70  0.285
C: -0.13 3.57 3.46  -0.015
C: -4.84 6.24 4.54  0.077
C: -3.34 1.85 3.10  -0.381
C: 2.64 -4.55 -3.73  -0.995
C: -0.02 -3.84 -5.15  0.035
C: 0.48 -6.23 -5.46  -0.737
C: 1.21 -5.03 -3.43  -0.691
C: 0.64 -1.35 -1.35  -0.573
C: -4.81 1.58 3.43  -0.990
C: -1.23 -3.89 -6.08  -1.526
C: 1.50 -0.10 -1.15  -0.922
C: -5.33 4.21 4.26  0.552
C: 4.14 -1.31 -0.61  -1.360
C: -3.09 3.07 2.18  -0.797
C: 0.39 -0.44 1.87  -1.116
C: -2.43 4.28 2.86  -1.198
C: 1.41 0.52 1.24  -0.138
C: 1.08 4.63 1.97  -0.494
C: -0.23 4.95 1.76  -0.256
C: 1.57 -6.09 -6.52  -0.933
C: 3.10 -1.04 0.46  -0.327
H: 3.61 -0.76 1.39  0.459
H: -2.98 0.96 2.57  0.230
H: 0.67 -7.12 -4.86  0.350
H: 0.83 -3.42 -5.71  0.262
H: 1.52 -5.12 -7.03  0.248
H: -4.52 7.12 5.08  0.413
H: 0.88 0.79 -1.29  0.367
H: 2.57 -6.20 -6.11  0.258
H: 2.57 -1.98 0.69  0.254
H: -5.42 1.61 2.53  0.458
H: -2.81 5.21 2.45  0.322
H: 0.03 -0.02 2.82  0.396
H: -4.05 3.40 1.78  0.628
H: -0.48 -0.60 1.24  0.189
H: -2.63 4.28 3.93  0.606
H: 2.11 0.83 2.02  -0.059
H: 2.24 -0.06 -1.95  0.412
H: 1.17 -2.26 -1.05  0.218
H: -0.47 -6.42 -5.96  0.404
H: 3.70 -1.72 -1.52  0.175
H: 1.26 -6.00 -2.94  0.339
H: -1.49 -2.89 -6.41  0.451
H: -4.90 0.57 3.84  0.458
H: 4.68 -0.40 -0.87  0.338
H: -0.67 5.59 1.01  0.473
H: -2.09 -4.32 -5.56  0.339
H: -0.24 -3.13 -4.34  0.100
H: -1.04 -4.49 -6.97  0.314
H: 4.86 -2.05 -0.24  0.442
H: -2.48 2.77 1.32  0.523
H: 0.39 -1.46 -2.41  0.205
H: -0.42 2.92 4.27  0.354
H: -2.75 1.90 4.02  0.256
H: 0.78 -4.34 -2.70  0.375
H: 0.83 -1.41 2.10  0.301
H: 1.65 3.00 5.82  0.241
H: 3.24 3.39 5.88  0.291
H: 3.15 -4.33 -2.79  0.378
H: 0.88 1.42 0.92  0.315
H: 2.65 -3.64 -4.34  0.245
H: 4.00 3.91 2.42  0.355
H: 3.23 -5.31 -4.24  0.303
H: 1.44 -6.86 -7.28  0.373
H: 1.94 4.98 1.43  0.394
H: -0.30 -1.31 -0.80  0.241

***

Formula: C4H6N2O2
Source: OMol25
Level of theory: the ωB97M-V functional and the def2-TZVPD basis

E_LUMO (spin up / spin down) (eV): -0.52 / 0.08

Last column: natural (NBO) charge in e.
CARTESIAN COORDINATES (ANGSTROEM)
O: -2.97 0.90 0.25  -0.591
O: 0.10 -1.98 0.89  -0.580
N: -0.31 -1.29 -0.33  0.035
N: -1.54 -0.80 -0.07  -0.513
C: 2.00 0.56 -0.36  -0.721
C: -0.57 1.39 0.14  -0.429
C: 0.63 0.99 -0.09  0.270
C: -1.82 0.51 0.15  0.656
H: 0.87 -2.42 0.60  0.463
H: 2.56 1.40 -0.57  0.237
H: 2.46 0.02 0.57  0.249
H: -0.99 2.35 0.09  0.246
H: 1.97 -0.31 -1.15  0.266
H: -2.40 -1.33 -0.12  0.411

***

Formula: C4H23NO9S
Source: OMol25
Level of theory: the ωB97M-V functional and the def2-TZVPD basis

E_LUMO (eV): 0.32

Last column: natural (NBO) charge in e.
CARTESIAN COORDINATES (ANGSTROEM)
S: 3.08 -2.57 0.97  -0.079
O: -0.40 1.02 3.25  -0.982
O: -3.23 1.13 -2.60  -0.967
O: -2.83 1.29 0.22  -0.974
O: 3.06 1.10 0.31  -0.623
O: 1.90 2.50 -2.55  -0.948
O: 0.31 -0.40 -2.60  -0.733
O: -1.94 -1.06 1.64  -0.961
O: -1.04 -1.89 4.20  -0.937
O: -1.34 2.70 -1.77  -0.935
N: 1.27 -0.15 0.71  -0.616
C: 1.94 -2.33 -0.48  -0.504
C: 2.16 0.89 1.05  0.549
C: 1.46 -0.92 -0.50  -0.115
C: 0.13 -1.04 -1.32  -0.064
H: -0.90 2.76 -1.00  0.484
H: 1.09 -3.07 -0.42  0.227
H: -0.62 -0.32 -0.97  0.194
H: 4.18 -1.90 0.85  0.137
H: -3.38 0.30 -3.06  0.476
H: 0.63 -0.38 1.29  0.382
H: -1.05 1.56 3.82  0.473
H: 1.00 -0.79 -3.11  0.463
H: -0.13 -2.12 4.31  0.471
H: -0.19 -2.01 -1.37  0.162
H: -3.66 1.37 0.48  0.458
H: -0.87 2.18 -2.39  0.475
H: -1.73 -0.45 1.01  0.483
H: -2.26 1.39 -2.64  0.485
H: -1.01 0.23 3.06  0.505
H: 2.42 3.35 -2.45  0.471
H: 1.99 1.22 2.06  0.156
H: -2.82 1.38 -0.73  0.502
H: 2.48 1.89 -2.08  0.478
H: 2.44 -2.41 -1.47  0.224
H: -1.48 -2.71 4.02  0.467
H: 2.25 -0.39 -1.14  0.232
H: -2.91 -1.37 1.41  0.481

***

Formula: C7H14INO2
Source: OMol25
Level of theory: the ωB97M-V functional and the def2-TZVPD basis

E_LUMO (eV): 0.38

Last column: natural (NBO) charge in e.
CARTESIAN COORDINATES (ANGSTROEM)
I: -1.91 1.86 0.86  0.083
O: -0.14 -2.97 -1.24  -0.654
O: 0.51 -1.19 -2.25  -0.603
N: -1.57 -1.68 0.56  -0.879
C: -2.31 -0.50 -1.60  -0.650
C: 0.83 0.54 0.51  -0.443
C: -0.51 0.60 -0.15  -0.290
C: -0.20 -1.67 -1.41  0.768
C: 1.65 1.84 0.70  -0.403
C: -1.22 -0.80 -0.58  0.001
C: 2.81 1.63 1.67  -0.592
H: -2.00 0.32 -2.34  0.253
H: 3.44 0.66 1.54  0.200
H: -0.39 0.93 -1.13  0.219
H: -2.66 -1.34 -2.26  0.240
H: 0.58 -0.03 1.52  0.178
H: -3.35 -0.34 -1.09  0.228
H: 2.16 2.09 -0.17  0.206
H: 1.59 -0.13 0.00  0.243
H: 3.54 2.34 1.49  0.210
H: -0.83 -3.12 -0.56  0.502
H: 2.35 1.55 2.71  0.206
H: -0.88 -1.72 1.32  0.389
H: -2.48 -1.41 0.84  0.381
H: 0.98 2.52 1.07  0.207

***

Formula: C8H10O2
Source: OMol25
Level of theory: the ωB97M-V functional and the def2-TZVPD basis

E_LUMO (eV): 0.63

Last column: natural (NBO) charge in e.
CARTESIAN COORDINATES (ANGSTROEM)
O: -1.72 -2.50 -0.43  -0.616
O: 0.07 -1.40 0.09  -0.683
C: 1.96 0.98 -1.16  -0.199
C: -0.34 1.67 -1.23  -0.202
C: -1.04 -1.98 0.45  0.767
C: 0.91 1.63 -1.88  -0.255
C: 1.79 0.49 0.12  -0.269
C: -1.42 -1.51 1.81  -0.742
C: 0.58 0.52 0.69  -0.116
C: -0.52 1.04 -0.01  -0.262
H: -0.59 -1.40 2.68  0.252
H: 0.10 -1.27 -1.07  0.534
H: 1.07 1.98 -2.91  0.220
H: -1.13 2.16 -1.77  0.213
H: -1.71 -0.36 1.44  0.256
H: 0.30 0.23 1.71  0.211
H: -1.47 1.05 0.44  0.199
H: 2.89 0.90 -1.69  0.210
H: 2.63 -0.08 0.57  0.221
H: -2.36 -2.14 2.14  0.258

***

Summary of energy in Eh
-1533.2080, -8716.1157, -761.3143, -3911.0587, -748.4709, -2100.2371, -415.7943, -1296.2095, -778.0206, -461.2140
(order as listed above)